The following is a DFT calculation (ωB97M-V/def2-TZVPD) of 2 unconnected molecules or ions with the total composition CH2O3S.

The geometry in XYZ format:
```
7
Properties=species:S:1:pos:R:3:lowdin_charge:R:1
H 0.75309 1.62503 0.63155 0.0781
C -0.14127 1.38847 0.05019 -0.1499
O 0.00978 -2.44339 1.04194 -0.4397
O -1.21647 1.36639 0.64883 -0.0260
H 0.08425 1.42180 -1.00839 0.0681
S -0.14904 -2.22435 -0.41388 0.9319
O 0.65964 -1.13396 -0.95025 -0.4624
```

Calculated values
E_LUMO   -1.7 eV
Strongest force on any atom   3.58 eV Å⁻¹
HOMO energy   -10.15 eV
ΔE to the lowest compared entry with this formula, charge and spin   9.60 kcal/mol